Here is a single C20H18BrN3O4S3 molecule in a non-equilibrium geometry from the OMol25 dataset. Energies are from ωB97M-V with the def2-TZVPD basis set.

XYZ file:
```
49
Properties=species:S:1:pos:R:3:forces:R:3
O -3.6019 2.2569 6.8891 -1.31 1.66 0.30
O 0.0867 2.8626 -1.6771 -0.70 -1.47 0.17
O 1.5894 2.3822 0.1004 -0.23 -1.58 0.28
Br -0.6679 -2.8014 0.4001 1.01 0.86 -0.71
N -4.6534 1.5612 4.1777 2.07 0.73 -1.71
O -5.3562 1.7589 5.4105 0.31 1.57 -2.26
S 2.9897 -0.2078 -0.4484 -1.12 -0.50 -0.22
C -3.7543 2.5167 3.9182 -1.62 -1.42 -0.47
C 0.9979 -1.9309 -0.0974 1.20 -0.25 -0.32
C 1.2515 -0.6304 -0.4812 -1.23 0.12 -0.01
C 4.9545 -3.6330 0.6820 -1.91 2.48 0.44
C 3.8359 -4.4829 0.7618 -0.62 -0.41 -1.27
C 4.6440 -2.2517 0.4068 0.12 -1.61 -0.15
C -2.4413 3.5731 1.9887 0.79 0.35 -0.40
C -2.4531 1.2262 2.2279 -1.64 -1.63 -0.48
C 2.5324 -4.0265 0.3771 0.65 -1.11 0.92
C -1.4557 3.3928 0.9942 0.51 0.04 0.19
C -1.6345 0.9707 1.1573 1.83 1.26 0.62
C 3.3688 -1.8619 -0.0491 1.52 0.68 0.84
C -2.9010 2.4630 2.6225 -0.79 -0.57 2.42
C 2.2727 -2.6914 0.0312 -1.08 -0.62 0.39
C -0.9752 2.1200 0.6394 -1.27 -0.47 -0.22
N -3.7280 3.5623 4.8202 -1.44 -0.41 -0.80
N 0.2644 0.3111 -0.9595 1.25 0.79 0.81
S -4.6577 3.0010 6.1528 3.09 -1.27 3.02
C -0.8166 0.0103 -1.9194 -0.68 -0.98 -0.57
C -0.3608 -1.0301 -3.0303 -3.05 -0.13 0.99
C 0.4748 -0.7503 -5.3989 2.13 1.99 1.26
C 1.7108 -1.0118 -4.5590 0.59 0.07 -0.51
C 0.4354 -0.2739 -3.9129 4.78 0.39 -5.62
S 0.3702 1.9870 -0.5571 0.04 1.31 0.04
H 5.9518 -3.8974 1.0165 -0.21 -0.12 -0.09
H 3.9831 -5.5609 1.0297 -0.31 1.16 -0.28
H 5.3420 -1.4617 0.6391 0.43 -0.06 -0.44
H -2.8202 4.5129 2.3696 0.38 0.40 -0.58
H -2.9798 0.3883 2.6437 0.19 -0.40 0.57
H 1.7177 -4.7624 0.4258 0.28 0.50 0.06
H -0.9485 4.2475 0.5638 -0.22 0.09 -0.09
H -1.3184 -0.0636 1.0053 -0.16 0.47 -0.46
H -3.0314 4.2949 4.9568 -0.22 -0.62 -0.14
H -1.0616 1.0172 -2.3084 0.26 -0.78 -0.63
H -1.7833 -0.2860 -1.5021 0.39 -0.40 0.83
H -1.1632 -1.4441 -3.7331 -0.05 0.68 1.84
H 0.1446 -1.9391 -2.7170 0.02 0.22 0.83
H -0.0760 -1.5592 -5.7008 -1.44 -2.04 -0.35
H 0.5684 -0.0301 -6.1972 -0.04 0.39 0.14
H 2.7212 -0.5437 -4.8213 -1.84 -0.06 0.49
H 1.9288 -2.1053 -4.3905 -0.73 1.24 0.51
H 0.5034 0.8209 -3.9471 0.05 -0.54 0.82
```
Positions in Å, forces in eV/Å.

## Properties
2S+1: 1
Gap between HOMO and LUMO (eV): 8.13

Here is a single C4H12NP molecule in a non-equilibrium geometry from the OMol25 dataset. Energies are from ωB97M-V with the def2-TZVPD basis set.

XYZ file:
```
18
Properties=species:S:1:pos:R:3:forces:R:3
C -0.7742 -0.8732 -1.8204 -0.17 0.43 -4.07
C -0.1834 1.5659 2.0553 -1.35 1.72 -2.07
C 0.4474 -1.2830 1.6409 -0.14 -1.44 2.67
C -0.4349 0.5870 -1.6173 -1.77 -0.41 -0.14
N 0.2935 0.5513 -0.4076 0.86 1.60 3.31
P -0.6938 0.0380 1.1235 1.18 1.40 -2.62
H -1.7933 -1.0192 -1.6857 -2.01 -0.55 0.04
H -0.4846 -1.2371 -2.8697 -0.56 0.48 1.35
H -0.2859 -1.4886 -1.1628 1.37 -1.32 1.58
H 0.4708 2.2478 1.4234 -0.34 -1.09 1.11
H 0.2632 1.1968 2.9077 1.29 -0.16 2.11
H -1.0399 2.2492 2.3144 0.57 -1.04 -0.09
H 1.4781 -1.0396 2.0449 -1.18 0.06 -0.62
H 0.5626 -1.9767 0.7800 -0.19 0.37 0.70
H -0.1346 -1.8478 2.5444 1.43 1.02 -2.14
H 0.1052 0.8842 -2.4953 0.77 0.71 -0.05
H -1.3767 1.2230 -1.5592 0.84 -0.59 -0.24
H 0.7233 1.4625 -0.1201 -0.60 -1.16 -0.83
```
Positions in Å, forces in eV/Å.

## Properties
ΔE to the lowest compared entry with this formula, charge and spin (kcal per mole): 41.8
2S+1: 1
Gap between HOMO and LUMO (eV): 9.47
SMILES: CCNP(C)C

Here is a 2-piece molecular cluster, C6H11Br overall in a non-equilibrium geometry from the OMol25 dataset. Energies are from ωB97M-V with the def2-TZVPD basis set.

XYZ file:
```
18
Properties=species:S:1:pos:R:3:forces:R:3
C 1.8768 2.2668 -0.0837 0.18 0.40 -0.06
C 1.6969 0.9729 -0.1155 -0.98 -0.93 0.25
C -0.3507 -1.2566 -1.2101 0.06 -0.08 -0.06
C -1.6774 0.5633 0.0057 -0.11 0.04 0.00
C -0.3560 -1.2258 1.3145 0.09 -0.02 0.08
C -0.7176 -0.5619 0.0453 1.49 0.87 -0.20
Br 2.9882 -0.3847 -0.0679 0.12 0.13 -0.03
H 2.8403 2.7730 -0.0666 0.06 -0.21 0.00
H 1.0187 2.9229 -0.0879 -0.24 0.04 0.00
H -0.9080 -2.1927 -1.3153 -0.14 -0.11 -0.01
H 0.7083 -1.5342 -1.1976 -0.09 -0.01 -0.02
H -0.5460 -0.6401 -2.0834 0.00 0.02 -0.09
H -1.7959 1.0254 0.9828 -0.02 0.05 0.03
H -1.3626 1.3229 -0.7117 -0.04 -0.03 -0.02
H -2.6574 0.2024 -0.3249 -0.16 0.00 0.00
H 0.7158 -1.4525 1.3328 -0.07 -0.02 -0.01
H -0.6018 -0.6154 2.1785 -0.02 0.02 0.09
H -0.8716 -2.1857 1.4051 -0.12 -0.15 0.04
```
Positions in Å, forces in eV/Å.

## Properties
ΔE to the lowest compared entry with this formula, charge and spin (kcal per mole): 80.9
2S+1: 1
Gap between HOMO and LUMO (spin up / spin down) (eV): 8.97 / 6.55

Here is an isolated ion of composition C2H9N4 and charge +1 in a non-equilibrium geometry from the OMol25 dataset. Energies are from ωB97M-V with the def2-TZVPD basis set.

XYZ file:
```
15
Properties=species:S:1:pos:R:3:forces:R:3
C 0.1145 -0.9262 0.0653 2.11 2.20 -4.53
C -1.1193 0.1229 0.0018 4.08 -3.09 1.66
N 1.6423 -0.6307 0.2440 -1.82 2.24 0.35
N -0.9097 1.3876 0.1563 -0.08 0.52 -1.09
N -2.2794 -0.4771 -0.0002 -0.85 2.72 -1.18
N 2.1280 0.6781 -0.0755 -2.07 -0.23 0.07
H -0.0038 -1.4440 0.9079 -1.35 -2.64 3.02
H 0.0693 -1.5094 -0.8994 -0.62 0.28 1.22
H -1.7144 2.0099 0.0485 0.77 0.27 0.30
H 2.3036 -1.2334 -0.1832 -0.52 -1.60 -0.59
H -2.4831 -1.3988 0.2667 0.10 -1.35 0.01
H -3.0213 0.1379 -0.3116 -0.62 -0.56 0.44
H 0.0876 1.6617 0.0894 -0.51 0.28 -0.02
H 2.4880 0.7352 -1.0288 0.46 0.20 0.75
H 2.6977 0.8865 0.7189 0.91 0.76 -0.41
```
Positions in Å, forces in eV/Å.

## Properties
ΔE to the lowest compared entry with this formula, charge and spin (kcal per mole): 62.7
2S+1: 1
Charge: +1
Gap between HOMO and LUMO (eV): 9.93
SMILES: NNCC(N)=[NH2+]

Here is CH3MgO2Yb as an isolated structure in a non-equilibrium geometry from the OMol25 dataset. Energies are from ωB97M-V with the def2-TZVPD basis set.

XYZ file:
```
8
Properties=species:S:1:pos:R:3:forces:R:3
O 1.1951 -1.0366 -1.4320 0.58 0.02 -0.91
C 1.1559 0.3280 -1.2352 0.20 -0.33 -0.06
O 0.4072 0.5894 -0.0538 -0.34 0.90 0.36
H 0.6892 0.8568 -2.0962 0.06 -0.11 0.16
H 2.1734 0.7530 -1.0932 -0.16 -0.09 -0.07
Yb 0.0153 -1.6035 0.2632 0.16 0.65 -0.24
Mg -0.9581 1.9241 0.4276 0.03 0.05 0.00
H -0.8316 -2.9990 1.3511 -0.54 -1.09 0.75
```
Positions in Å, forces in eV/Å.

## Properties
ΔE to the lowest compared entry with this formula, charge and spin (kcal per mole): 8.7
2S+1: 1
Charge: -1
Gap between HOMO and LUMO (eV): 5.36

Here is a single C4H8N4 molecule in a non-equilibrium geometry from the OMol25 dataset. Energies are from ωB97M-V with the def2-TZVPD basis set.

XYZ file:
```
16
Properties=species:S:1:pos:R:3:forces:R:3
C -1.1498 -1.7716 -0.4627 0.28 0.51 -0.76
C -0.3726 -0.4583 -0.5729 0.80 -0.18 2.01
C -0.2159 -0.0230 2.0577 0.14 3.81 0.58
C 0.6646 1.1935 -1.6831 5.07 4.10 -3.05
H -0.3357 -2.6367 -0.1424 -2.32 2.11 -1.18
H -1.9187 -1.6351 0.4440 1.25 -0.67 -2.46
H -1.5545 -1.7567 -1.6631 0.55 -1.02 3.81
H 0.8312 0.9793 0.7554 -1.02 -4.00 -1.37
H -0.6988 -1.1060 2.2048 0.83 2.97 1.18
H 0.1281 2.2052 2.5779 -0.30 -3.34 -0.35
H 0.1443 2.2638 -1.8833 1.58 -2.30 0.60
H 2.4658 0.2764 -1.6972 -0.13 -0.81 -0.11
N 0.4115 -0.1319 0.7043 -0.29 5.44 0.72
N -0.1825 1.1874 2.9034 -0.52 -5.32 -3.75
N -0.3028 0.2196 -1.6700 1.24 -1.90 2.65
N 2.0859 1.1942 -1.8727 -7.16 0.59 1.49
```
Positions in Å, forces in eV/Å.

## Properties
ΔE to the lowest compared entry with this formula, charge and spin (kcal per mole): 148.0
2S+1: 1
Gap between HOMO and LUMO (eV): 9.69
SMILES: [H]/N=C\N=C(\C)N/C=N\[H]

Number 1: electronic energy -136233.7549 eV. Number 2: electronic energy -15119.9990 eV. Number 3: electronic energy -76438.7546 eV. Number 4: electronic energy -8172.1055 eV. Number 5: electronic energy -42154.5671 eV. Number 6: electronic energy -10231.8227 eV.